1.
Here is a cluster of 9 separate species, C14H34BClF4N2O12 in total at a distorted geometry from the OMol25 dataset. Energies are from ωB97M-V/def2-TZVPD.

Geometry (Å):
N1 -0.33112 -0.94302 -0.21142
H1 0.46392 -0.50352 0.23000
H2 -0.52648 -0.59626 -1.13969
H3 -1.10363 -0.78555 0.41989
H4 -0.09339 -1.92359 -0.25698
N2 2.18718 -1.06750 -3.48732
H5 2.39360 -1.81625 -2.84167
H6 2.72060 -0.22394 -3.33252
H7 1.19127 -0.91108 -3.42572
H8 2.40461 -1.42681 -4.40586
C1 2.46585 2.19573 1.37327
C2 3.06156 3.39883 1.29565
C3 3.73645 3.78178 0.00606
O1 4.25133 4.98085 -0.20331
C4 3.80891 2.97245 -1.07252
C5 3.22410 1.68368 -1.10082
C6 2.48996 1.29960 0.29327
O2 2.08229 0.13690 0.41201
O3 3.18231 0.95971 -2.10378
O4 3.00623 4.13134 2.36225
H9 1.95559 1.96851 2.29761
H10 4.16862 3.32062 -2.02948
Cl1 -0.64276 0.31239 -3.35582
B1 1.01832 -3.63379 -1.31144
F1 -0.31919 -3.26190 -1.31798
F2 1.55899 -2.75791 -0.44123
F3 0.99854 -4.95021 -0.95775
F4 1.63381 -3.60556 -2.50856
C7 -4.98091 -2.16344 -1.75726
C8 -3.57286 -1.58894 -2.06626
O5 -3.70298 -0.35934 -2.64514
O6 -5.46966 -2.73970 -2.95823
H11 -5.62634 -1.36394 -1.39350
H12 -4.82255 -2.98814 -1.06235
H13 -3.01834 -2.31524 -2.66049
H14 -2.99158 -1.50400 -1.14811
H15 -2.84101 -0.12939 -2.99973
H16 -5.88957 -1.98944 -3.38530
C9 -3.10955 -0.54391 4.35709
C10 -2.54547 -0.09447 2.93148
O7 -1.57773 -0.95337 2.32904
O8 -2.22666 -0.15779 5.41661
H17 -3.45923 -1.57361 4.43143
H18 -3.99484 0.05650 4.56653
H19 -2.22629 0.94193 3.04154
H20 -3.33641 -0.07604 2.18170
H21 -0.82800 -0.86199 2.92162
H22 -2.37928 0.75074 5.68656
C11 -0.98535 3.36461 -0.68654
C12 -0.76698 4.06797 -2.03041
O9 0.17829 3.49158 -2.95084
O10 -1.52504 2.07740 -0.77258
H23 -1.64084 3.99464 -0.08530
H24 -0.05607 3.40526 -0.11832
H25 -0.53464 5.10579 -1.79156
H26 -1.65014 4.13800 -2.66541
H27 0.00905 2.56964 -3.15818
H28 -1.08462 1.68471 -1.52983
C13 2.16051 -1.74878 3.45785
C14 3.03916 -2.32112 2.41808
O11 3.85189 -1.43473 1.62230
O12 1.22183 -0.84945 2.86201
H29 2.73332 -1.08656 4.10704
H30 1.76840 -2.46185 4.18304
H31 2.34314 -2.88387 1.79601
H32 3.61578 -3.02594 3.01712
H33 3.26625 -0.81574 1.18018
H34 1.66800 -0.35320 2.17188

Cartesian forces (eV/Å) of the 6 atoms listed first:
-0.6933 0.1339 0.7416
1.1358 0.8876 -0.1756
0.1228 0.3550 -0.5582
-0.4534 -0.0607 0.2054
-0.2997 -0.3817 -0.1357
0.4256 -1.2339 -1.0578

The highest occupied orbital energy comes out at -1.56 eV. For the frontier orbital gap, the calculation gives 0.204 hartree. The total charge is -2. The calculation puts the total energy at -2451.00095 Ha. As for the LUMO energy: 3.99 eV.


2.
Here is a cluster of 6 separate species, C14H34Cl4N2O4 in total at a distorted geometry from the OMol25 dataset. Energies are from ωB97M-V/def2-TZVPD.

Geometry (Å):
Cl1 -1.21746 -3.48137 0.88212
C1 0.19644 -4.52678 1.09619
C2 0.92837 -4.73730 -0.21433
Cl2 2.04553 -6.12159 -0.12220
H1 -0.23218 -5.49074 1.36158
H2 0.87019 -4.10825 1.83624
H3 1.54175 -3.88555 -0.49325
H4 0.24216 -4.95290 -1.02902
Cl3 -1.13501 4.37859 4.94393
C3 -1.15497 4.34766 3.14635
C4 -2.43957 4.93243 2.63217
Cl4 -3.90626 4.16572 3.27061
H5 -1.02052 3.29894 2.90104
H6 -0.27513 4.88162 2.79558
H7 -2.43905 4.95961 1.53464
H8 -2.54631 6.01228 2.76852
C5 -1.20242 0.91857 1.40166
C6 -1.89908 0.10312 0.33178
C7 -2.95901 0.89733 -0.42921
O1 -0.90813 -0.26539 -0.64295
H9 -1.92865 1.51978 1.95749
H10 -0.52226 1.65090 0.94961
H11 -0.55507 0.38700 2.10092
H12 -2.42212 -0.76489 0.72913
H13 -2.52578 1.69870 -1.02988
H14 -3.80033 1.24622 0.17052
H15 -3.37435 0.19616 -1.16067
H16 -0.42828 0.53807 -0.89590
C8 3.26159 -0.20559 1.06875
C9 2.94923 -0.15710 2.55176
C10 2.21646 -1.34058 3.13520
O2 4.23729 -0.02526 3.20750
H17 4.03868 0.50104 0.78041
H18 2.33693 -0.09550 0.49752
H19 3.74143 -1.14995 0.77957
H20 2.39670 0.77129 2.77470
H21 1.14508 -1.38549 2.92414
H22 2.29149 -1.28090 4.22208
H23 2.67880 -2.22986 2.69561
H24 4.22805 -0.54677 4.01235
O3 0.43589 1.87420 -2.12907
C11 0.18764 2.24871 -3.26503
N1 1.19037 2.55896 -4.11649
C12 -1.20371 2.42633 -3.82799
H25 2.14365 2.36492 -3.86886
H26 0.94508 2.90654 -5.02391
H27 -1.27915 3.02298 -4.73753
H28 -1.83483 2.88357 -3.07075
H29 -1.54455 1.43516 -4.13643
O4 1.00770 -2.80373 -4.18212
C13 0.33872 -2.50627 -3.20269
N2 0.85541 -2.00642 -2.05241
C14 -1.14700 -2.83569 -3.15257
H30 0.22300 -1.55997 -1.38890
H31 1.82904 -1.75457 -2.05965
H32 -1.45645 -3.46767 -3.97949
H33 -1.77760 -1.96579 -2.96323
H34 -1.36740 -3.47457 -2.28514

Cartesian forces (eV/Å) of the 6 atoms listed first:
-0.0673 0.5004 -0.0726
0.0960 -0.9013 -0.5447
0.1366 0.4117 -0.4310
0.0526 -0.1696 0.2657
0.2895 0.0672 0.5333
-0.2114 -0.0988 0.2485

The highest occupied orbital energy comes out at -9.37 eV. For the frontier orbital gap, the calculation gives 0.357 hartree. The total charge is 0. The calculation puts the total energy at -2805.10250 Ha. As for the LUMO energy: 0.35 eV.


3.
Here is a structure of composition C14H36AlBrN2O4PS from the OMol25 dataset. Energies are from ωB97M-V/def2-TZVPD.

Geometry (Å):
O1 -4.26969 -0.65152 -1.04059
C1 -4.47780 -0.61336 -2.23692
O2 -4.66197 0.61542 -2.85013
C2 -4.62514 -1.76495 -3.12916
Al1 -6.38415 -2.71082 -2.79512
Br1 -6.32840 -3.76087 -0.66969
P1 -8.04344 -1.01491 -2.92261
O3 -7.84649 0.16858 -1.81243
O4 -9.53204 -1.54072 -2.52248
S1 -8.02360 -0.26295 -4.72306
H1 -3.92133 1.17029 -2.57505
H2 -3.82466 -2.48109 -2.95305
H3 -4.66367 -1.42752 -4.16333
H4 -6.66787 -3.80820 -3.90651
H5 -7.13507 -0.05704 -1.19566
H6 -10.07713 -0.76160 -2.33474
C3 -1.75579 -2.19066 0.24557
C4 -0.25191 -2.39469 0.32768
N1 0.41760 -2.20441 -0.94995
C5 1.80628 -2.61561 -0.93886
C6 2.78818 -1.84278 -0.04415
C7 0.12956 -0.95053 -1.62267
C8 0.46521 0.34732 -0.87486
H7 -2.20507 -2.84944 -0.49688
H8 -2.21504 -2.41094 1.20957
H9 -2.02549 -1.16746 -0.00612
H10 -0.04702 -3.42083 0.64715
H11 0.15064 -1.73963 1.12021
H12 2.17428 -2.59349 -1.96912
H13 1.82717 -3.66834 -0.63952
H14 3.04721 -0.87145 -0.46444
H15 3.71743 -2.40903 0.05675
H16 2.38900 -1.68843 0.95950
H17 -0.93381 -0.93927 -1.86938
H18 0.64370 -0.95983 -2.58784
H19 0.17554 0.29097 0.17433
H20 -0.07311 1.18722 -1.31903
H21 1.52853 0.58525 -0.92333
C9 1.64184 1.76322 2.42465
C10 2.72832 2.81410 2.58337
N2 3.95818 2.28730 3.15053
C11 4.90050 3.32061 3.53502
C12 5.50832 4.20115 2.43428
C13 4.52229 1.13700 2.46494
C14 4.88674 1.28694 0.98053
H22 1.41798 1.28419 3.37863
H23 0.72852 2.23112 2.05579
H24 1.91988 0.99256 1.70573
H25 2.36605 3.59024 3.26320
H26 2.88503 3.30650 1.60951
H27 5.70974 2.84516 4.09683
H28 4.38744 3.97152 4.25004
H29 6.27317 3.67586 1.86375
H30 5.98534 5.07325 2.88626
H31 4.75190 4.56667 1.73951
H32 3.81577 0.30982 2.55849
H33 5.40537 0.81921 3.02544
H34 4.11417 1.82049 0.42456
H35 4.99174 0.29964 0.52778
H36 5.83110 1.81079 0.83707

Cartesian forces (eV/Å) of the 6 atoms listed first:
0.2313 0.0877 -0.2799
0.0447 0.0148 0.4663
0.3914 -0.2108 -0.4960
-0.4431 0.4364 -0.0408
0.2718 -0.6130 -0.0202
-0.0479 0.1862 -0.0827

The highest occupied orbital energy comes out at -4.98 eV. For the frontier orbital gap, the calculation gives 0.264 hartree. The total charge is -1. The calculation puts the total energy at -4521.72012 Ha. As for the LUMO energy: 2.20 eV.